[1]
The following is a quantum chemistry calculation of a structure of composition C15H15BiN8O2Se2 at a distorted geometry, from the Open Molecules 2025 dataset.

Values from the calculation:
- Orbital gap: 5.59 eV
- E_LUMO: -2.038 eV
- Total energy: -168342.281 eV

Positions of all 43 atoms, in Å:
Bi (10.619, 11.953, 5.490)
O (14.318, 11.896, 10.441)
C (14.999, 11.798, 9.214)
C (13.929, 11.382, 8.161)
C (13.635, 9.879, 8.437)
O (13.006, 9.247, 7.289)
C (14.607, 11.526, 6.806)
Se (13.543, 11.803, 5.076)
C (12.684, 12.269, 8.304)
Se (10.804, 11.355, 8.121)
H (14.989, 12.069, 11.108)
H (15.788, 11.062, 9.200)
H (15.450, 12.742, 8.837)
H (13.169, 9.694, 9.443)
H (14.575, 9.357, 8.563)
H (12.089, 9.030, 7.562)
H (15.222, 10.616, 6.669)
H (15.326, 12.270, 6.778)
H (12.693, 13.099, 7.617)
H (12.629, 12.695, 9.297)
N (6.284, 13.033, 4.496)
C (7.183, 12.071, 4.461)
N (8.405, 12.621, 4.564)
C (8.175, 13.969, 4.741)
N (6.863, 14.276, 4.744)
C (9.241, 14.896, 5.022)
C (8.899, 16.236, 5.282)
N (9.817, 17.089, 5.755)
C (11.045, 16.597, 5.967)
C (11.426, 15.349, 5.522)
N (10.536, 14.464, 5.067)
H (5.304, 12.955, 4.355)
H (6.900, 11.040, 4.446)
H (7.908, 16.660, 5.121)
H (11.791, 17.258, 6.406)
H (12.455, 15.053, 5.492)
N (9.877, 9.579, 5.294)
C (9.796, 8.407, 5.295)
C (9.728, 7.030, 5.369)
C (9.164, 6.399, 6.476)
N (8.625, 5.952, 7.427)
C (10.702, 6.346, 4.606)
N (11.228, 5.522, 3.892)



[2]
The following is a quantum chemistry calculation of a structure of composition C15H15BrNO3RhSbSe4, from the Open Molecules 2025 dataset.

Values from the calculation:
- Orbital gap (alpha / beta): 7.14 / 5.64 eV
- Total charge: +1
- E_LUMO (alpha / beta): -4.221 / -5.617 eV
- Total energy: -364397.777 eV
- Spin multiplicity: 5

Positions of all 41 atoms, in Å:
Rh (1.175, 0.519, -1.000)
O (1.633, 2.145, -2.302)
C (0.662, 3.175, -2.628)
C (-0.568, 2.629, -3.329)
C (-1.295, 1.507, -2.568)
C (-1.503, 1.865, -1.124)
C (-2.622, 2.551, -0.683)
C (-2.693, 2.955, 0.642)
C (-1.640, 2.666, 1.494)
C (-0.557, 1.970, 0.995)
N (-0.494, 1.584, -0.284)
H (2.073, 1.849, -3.107)
H (1.170, 3.912, -3.250)
H (0.423, 3.643, -1.676)
H (-0.304, 2.276, -4.329)
H (-1.250, 3.472, -3.471)
H (-0.728, 0.570, -2.636)
H (-2.252, 1.305, -3.049)
H (-3.427, 2.761, -1.375)
H (-3.562, 3.489, 1.004)
H (-1.653, 2.962, 2.533)
H (0.283, 1.691, 1.620)
Se (5.079, 1.804, 0.757)
Sb (3.888, -0.344, 0.883)
Se (2.570, 0.332, 2.723)
Se (5.509, -2.223, 1.021)
Se (3.161, -0.603, -1.625)
Br (-2.245, -6.095, 3.656)
C (-1.219, -4.836, 2.698)
C (0.154, -4.792, 2.887)
C (0.903, -3.873, 2.174)
C (0.278, -2.993, 1.296)
C (-1.102, -3.041, 1.124)
C (-1.855, -3.970, 1.818)
C (1.100, -2.004, 0.562)
O (2.334, -2.199, 0.434)
O (0.479, -0.980, 0.106)
H (0.629, -5.471, 3.581)
H (1.975, -3.827, 2.302)
H (-1.584, -2.352, 0.444)
H (-2.926, -4.026, 1.684)



[3]
The following is a quantum chemistry calculation of a structure of composition C15H15BrNOPd at a distorted geometry, from the Open Molecules 2025 dataset.

Values from the calculation:
- Orbital gap (alpha / beta): 3.46 / 5.73 eV
- Total charge: -2
- E_LUMO (alpha / beta): 5.425 / 5.146 eV
- Total energy: -92851.533 eV
- Spin multiplicity: 4

Positions of all 34 atoms, in Å:
C (3.172, 0.509, -1.577)
C (2.637, 0.854, -0.301)
C (1.615, -0.119, 0.017)
H (2.930, 1.669, 0.335)
C (1.574, -1.083, -1.062)
C (2.598, -0.723, -2.005)
H (2.923, -1.326, -2.873)
H (3.963, 1.055, -2.077)
H (1.032, -0.177, 0.931)
H (0.940, -1.968, -1.123)
Pd (0.646, 0.810, -2.091)
Br (1.144, 3.367, -1.104)
C (-0.973, 0.489, -3.288)
C (0.028, -0.414, -3.792)
C (1.161, 0.367, -4.184)
H (-0.072, -1.479, -3.871)
C (0.880, 1.749, -3.933)
C (-0.458, 1.814, -3.404)
H (-0.963, 2.715, -3.063)
H (-1.951, 0.208, -2.924)
H (2.097, -0.019, -4.559)
H (1.580, 2.554, -4.018)
O (-1.914, 0.794, 2.160)
N (-2.034, -0.039, 3.152)
C (-2.195, -1.375, 2.888)
C (-2.329, -2.281, 3.925)
C (-2.344, -1.826, 5.250)
C (-2.245, -0.452, 5.491)
C (-2.112, 0.425, 4.438)
H (-2.164, -1.682, 1.840)
H (-2.404, -3.344, 3.683)
H (-2.495, -2.526, 6.073)
H (-2.258, -0.043, 6.497)
H (-2.010, 1.497, 4.567)



[4]
The following is a quantum chemistry calculation of a structure of composition C15H15ClIN8O6RuS at a distorted geometry, from the Open Molecules 2025 dataset.

Values from the calculation:
- Orbital gap (alpha / beta): 6.84 / 5.60 eV
- E_LUMO (alpha / beta): -0.222 / -1.422 eV
- Total energy: -74032.502 eV
- Spin multiplicity: 2

Positions of all 48 atoms, in Å:
Ru (0.566, -1.123, 0.609)
N (-1.725, -0.899, 4.530)
C (-0.532, -0.815, 5.189)
C (0.431, -0.710, 4.223)
N (-0.152, -0.734, 3.004)
C (-1.451, -0.855, 3.199)
C (-2.387, -0.916, 2.118)
N (-2.021, -1.138, 0.871)
C (-3.144, -1.072, 0.122)
C (-4.218, -0.804, 0.922)
N (-3.729, -0.711, 2.192)
H (-2.628, -1.019, 4.960)
H (-0.468, -0.837, 6.259)
H (1.494, -0.616, 4.331)
H (-3.108, -1.212, -0.937)
H (-5.258, -0.683, 0.702)
H (-4.267, -0.498, 3.015)
C (0.443, 4.229, -0.176)
N (0.513, 3.245, -1.218)
C (0.952, 3.437, -2.496)
C (0.902, 2.251, -3.133)
N (0.431, 1.301, -2.241)
C (0.199, 1.939, -1.052)
S (-0.473, 1.396, 0.376)
C (0.351, -0.071, -2.516)
C (0.937, -0.582, -3.678)
C (0.779, -1.919, -3.976)
C (-0.008, -2.706, -3.146)
C (-0.520, -2.131, -2.000)
N (-0.320, -0.852, -1.665)
H (0.656, 5.212, -0.590)
H (1.179, 3.987, 0.593)
H (-0.551, 4.222, 0.274)
H (1.256, 4.399, -2.857)
H (1.122, 2.030, -4.155)
H (1.542, 0.046, -4.309)
H (1.280, -2.341, -4.832)
H (-0.180, -3.746, -3.362)
H (-1.133, -2.700, -1.312)
O (3.193, -1.669, 0.593)
Cl (3.082, -1.264, -0.761)
O (2.285, -2.213, -1.468)
O (4.344, -1.098, -1.361)
O (2.376, 0.000, -0.811)
O (2.568, 2.251, 0.995)
N (2.784, 1.329, 1.743)
O (2.129, 0.334, 1.935)
I (0.481, -3.675, 1.296)



[5]
The following is a quantum chemistry calculation of an isolated molecule of C15H15F3N2O4 at a distorted geometry, from the Open Molecules 2025 dataset.

Values from the calculation:
- Orbital gap: 9.46 eV
- E_LUMO: -0.174 eV
- SMILES: NCN1C(=O)c2ccc(C[C@@H]3CO3)c(C[C@@H](O)C(F)(F)F)c2C1=O
- Total energy: -35119.919 eV

Positions of all 39 atoms, in Å:
N (1.826, 0.807, -2.687)
C (1.123, -0.043, -3.644)
N (-0.285, -0.144, -3.333)
C (-1.021, 1.088, -3.147)
O (-1.482, 1.743, -4.031)
C (-1.195, 1.243, -1.676)
C (-1.521, 2.350, -0.928)
C (-1.549, 2.188, 0.444)
C (-1.269, 0.964, 1.065)
C (-1.262, 0.933, 2.569)
C (0.174, 1.154, 3.123)
C (0.669, 2.543, 3.177)
O (1.171, 1.455, 2.219)
C (-0.982, -0.171, 0.296)
C (-0.710, -1.519, 0.921)
C (0.640, -2.121, 0.574)
O (1.629, -1.517, 1.383)
C (0.643, -3.628, 0.791)
F (-0.172, -4.248, -0.069)
F (1.880, -4.128, 0.605)
F (0.257, -3.967, 2.031)
C (-0.950, 0.014, -1.080)
C (-0.663, -0.941, -2.195)
O (-0.817, -2.132, -2.219)
H (2.797, 0.919, -2.945)
H (1.790, 0.447, -1.740)
H (1.248, 0.397, -4.632)
H (1.511, -1.066, -3.693)
H (-1.723, 3.300, -1.402)
H (-1.796, 3.044, 1.061)
H (-1.594, -0.028, 2.950)
H (-1.877, 1.740, 2.957)
H (0.454, 0.514, 3.964)
H (0.312, 3.284, 2.472)
H (1.582, 2.791, 3.702)
H (-1.498, -2.219, 0.640)
H (-0.712, -1.427, 2.004)
H (0.890, -1.983, -0.480)
H (2.482, -1.634, 0.957)



[6]
The following is a quantum chemistry calculation of a structure of composition C15H15FIO4 at a distorted geometry, from the Open Molecules 2025 dataset.

Values from the calculation:
- Orbital gap: 4.45 eV
- Total charge: -1
- E_LUMO: 1.421 eV
- Total energy: -34792.231 eV

Positions of all 36 atoms, in Å:
C (0.152, 2.961, -2.784)
C (1.322, 1.909, -3.287)
C (1.156, 0.383, -2.711)
C (1.113, -0.856, -3.829)
C (0.963, -2.444, -3.441)
F (0.983, -3.450, -4.530)
C (0.799, -2.810, -1.842)
C (0.836, -1.618, -0.683)
C (1.040, -0.018, -1.125)
C (1.116, 1.096, 0.076)
O (1.661, 2.320, -0.010)
C (0.517, 0.692, 1.583)
O (0.230, 1.816, 2.534)
C (0.302, -0.737, 2.024)
C (-0.253, -0.988, 3.552)
C (-1.739, -0.363, 3.854)
C (-2.911, -0.821, 2.803)
O (-3.391, 0.388, 2.057)
C (0.676, -1.951, 0.947)
O (0.872, -3.203, 1.399)
H (0.715, 3.753, -2.090)
H (-0.606, 2.395, -2.094)
H (-0.353, 3.563, -3.656)
H (1.193, 1.834, -4.471)
H (2.426, 2.325, -3.132)
H (1.225, -0.569, -4.970)
H (0.670, -3.958, -1.580)
H (-0.632, 2.267, 2.291)
H (0.504, -0.427, 4.282)
H (-0.202, -2.128, 3.880)
H (-2.079, -0.734, 4.937)
H (-1.758, 0.829, 3.909)
H (-2.462, -1.616, 2.060)
H (-3.826, -1.272, 3.423)
H (-3.767, 0.992, 2.776)
I (3.506, 0.437, -2.153)



Which of these has the highest total energy?
C15H15FIO4



Which value of total energy does entry 1 give?
-168342.281 eV



What is the total energy in the fifth record?
-35119.919 eV